[1]
The following is a DFT calculation (ωB97M-V with the def2-TZVPD basis set) of a gas-phase ion, C9H11O2 (charge +1).

```
22
Properties=species:S:1:pos:R:3:forces:R:3:nbo_charge:R:1
C -1.914 -1.598 0.538 0.089 1.783 -1.299 0.04
C -1.856 -0.186 0.380 1.168 -2.985 -0.021 -0.41
C -1.092 -2.626 0.111 1.774 2.546 -0.390 -0.31
C 0.279 -2.612 -0.253 -1.724 -2.325 1.286 -0.02
C -1.059 0.306 -0.565 1.097 0.738 -2.266 0.33
C 2.051 -0.789 -0.206 1.524 0.142 -0.566 0.52
C 1.202 -1.648 -0.175 0.133 0.952 -0.045 -0.22
C 2.910 1.320 -0.186 -1.876 1.329 -5.797 -0.28
C -1.093 2.441 0.307 0.627 1.680 1.266 -0.28
O 3.088 -0.082 -0.392 -0.856 -1.492 1.551 -0.41
O -0.627 1.563 -0.697 -0.669 -2.281 -0.517 -0.44
H -2.844 -1.828 0.961 -1.017 -1.151 1.037 0.22
H -2.443 0.387 0.984 -1.405 1.178 1.664 0.24
H -1.534 -3.531 0.220 -0.919 -2.830 0.042 0.24
H 0.732 -3.630 -0.345 -0.507 0.767 -0.371 0.26
H -0.891 -0.414 -1.408 0.809 1.200 0.646 0.22
H 3.347 1.730 0.671 0.342 0.187 1.371 0.23
H 1.800 1.588 -0.505 2.160 -0.377 1.539 0.21
H 3.443 1.603 -1.152 -0.234 0.837 1.658 0.23
H -1.856 1.972 0.959 0.267 0.939 -0.817 0.20
H -0.241 2.680 1.012 -0.756 -0.090 -0.933 0.21
H -1.402 3.355 -0.259 -0.027 -0.747 0.962 0.23
```
Positions in Å, forces in eV/Å.

E_HOMO   -12.8 eV
Molar mass   151.2 u
ΔE to the lowest compared entry with this formula, charge and spin   3.302 eV
Net charge   +1

[2]
The following is a DFT calculation (ωB97M-V with the def2-TZVPD basis set) of 2 unconnected molecules or ions with the total composition C9H11O3.

```
23
Properties=species:S:1:pos:R:3:forces:R:3:nbo_charge:R:1
C 3.843 -1.750 1.497 -0.748 -1.192 1.621 -0.62
C 0.806 0.316 -0.749 0.179 0.075 0.569 0.36
C 2.194 0.595 -0.934 -0.659 -0.028 0.315 -0.28
C 0.452 -0.851 -0.064 0.096 0.362 -0.756 -0.29
C 3.145 -0.070 -0.180 -1.626 -0.680 0.134 -0.21
C 1.431 -1.518 0.656 -1.215 0.150 0.953 -0.22
C 2.737 -1.115 0.682 2.275 0.875 -0.424 -0.09
O -0.048 1.265 -1.094 -0.201 1.394 -1.125 -0.73
H -1.043 1.273 -0.805 1.059 -1.876 0.146 0.55
H 2.439 1.413 -1.594 0.109 0.254 0.098 0.20
H -0.577 -1.191 -0.083 0.043 0.335 0.380 0.25
H 4.161 0.250 -0.141 0.639 0.132 -0.311 0.19
H 0.976 -2.120 1.440 0.656 -0.818 -0.199 0.20
H 4.159 -2.715 1.065 0.190 0.432 0.017 0.20
H 3.485 -2.022 2.516 -0.214 -0.061 -0.524 0.20
H 4.713 -1.150 1.787 -0.103 0.259 -0.886 0.21
C -4.535 -0.093 0.009 -0.250 -0.752 0.346 -0.74
C -3.325 0.843 -0.051 1.179 -0.664 1.848 0.77
O -2.255 0.259 -0.437 -0.687 0.501 -0.557 -0.82
O -3.358 1.981 0.438 -0.737 0.154 -0.532 -0.74
H -4.331 -0.889 -0.697 -0.552 0.214 -0.938 0.21
H -5.484 0.436 -0.072 0.010 -0.142 -0.425 0.20
H -4.641 -0.760 0.895 0.558 1.075 0.250 0.21
```
Positions in Å, forces in eV/Å.

E_HOMO   -4.4 eV
Molar mass   167.2 u
ΔE to the lowest compared entry with this formula, charge and spin   1.072 eV
Net charge   -1

Q: What is the formula in the first record?
A: C9H11O2

Q: Which formula does entry 1 have?
A: C9H11O2

Q: Look up the molar mass of the first one.
A: 151.2 u

Q: Which of these has the lowest ΔE to the lowest compared entry with this formula, charge and spin?
A: C9H11O3